No. 1
{"formula": "C2H8N2O3", "method": "the ωB97M-V functional and the def2-TZVPD basis", "species": ["C", "C", "N", "N", "O", "O", "O", "H", "H", "H", "H", "H", "H", "H", "H"], "xyz": [[-0.286, 0.386, 0.872], [1.935, -1.244, -0.513], [0.115, 0.478, -0.492], [-1.859, 0.704, 0.793], [1.643, 0.073, -0.095], [0.142, 1.853, -0.851], [-2.522, -0.402, 0.156], [-0.126, 1.808, -1.785], [-3.042, -0.783, 0.884], [-1.977, 1.454, 0.109], [0.140, 1.139, 1.535], [-0.245, -0.629, 1.267], [2.952, -1.286, -0.917], [1.865, -1.932, 0.339], [1.264, -1.618, -1.300]], "forces_ev_per_a": [[-4.8833, 1.1487, -0.1081], [-0.2300, -0.3639, -0.1813], [3.4702, -0.6613, 0.5106], [1.7619, -0.4500, 0.6290], [-1.3698, 0.9988, -1.5238], [-0.0065, -1.3524, 0.2537], [0.1251, -0.0910, 0.5510], [0.3053, 0.0721, 0.2662], [0.2366, 0.2463, -0.4161], [0.2037, -0.1484, 0.2586], [0.1233, -0.0864, -0.1785], [0.2959, 0.2046, -0.3169], [-0.0598, 0.1726, 0.1410], [0.0200, 0.0029, -0.0663], [0.0075, 0.3076, 0.1810]], "lowdin_charge": [-0.1626, -0.1407, -0.0762, -0.0744, -0.1883, -0.0094, -0.1195, 0.1147, 0.0869, 0.0810, 0.1245, 0.1239, 0.0799, 0.0747, 0.0856], "smiles": "CON(O)CNO", "e_lumo_ev": 0.853, "gap_ha": 0.3751, "relative_energy_ev": 6.4330, "e_homo_ev": -9.3536, "total_energy_ev": -11320.537}

No. 2
{"formula": "C50H74O14", "method": "the ωB97M-V functional and the def2-TZVPD basis", "species": ["C", "H", "O", "C", "C", "H", "H", "C", "O", "C", "H", "C", "C", "H", "H", "H", "O", "C", "O", "C", "C", "C", "C", "H", "H", "C", "C", "C", "C", "H", "H", "C", "C", "C", "C", "C", "H", "H", "H", "H", "C", "H", "C", "H", "C", "C", "H", "H", "C", "H", "H", "C", "C", "H", "H", "H", "H", "H", "H", "O", "H", "H", "O", "H", "O", "C", "O", "C", "C", "C", "C", "H", "H", "H", "C", "C", "O", "C", "C", "C", "C", "C", "C", "H", "C", "H", "H", "H", "H", "H", "H", "C", "O", "H", "H", "H", "H", "O", "H", "H", "H", "H", "H", "H", "H", "H", "C", "H", "H", "H", "H", "C", "H", "H", "C", "O", "C", "H", "H", "H", "H", "H", "H", "O", "C", "C", "H", "H", "H", "H", "C", "O", "H", "H", "H", "H", "H", "H"], "xyz": [[-4.428, 0.191, -2.743], [-5.256, 0.902, -2.826], [-3.395, 0.481, -3.653], [-2.686, 1.677, -3.381], [-3.441, 2.952, -3.757], [-4.333, 3.077, -3.145], [-3.725, 2.910, -4.810], [-2.518, 4.155, -3.527], [-2.326, 4.276, -2.146], [-2.068, 5.573, -1.639], [-2.757, 6.291, -2.109], [-2.353, 5.531, -0.129], [-3.792, 5.128, 0.171], [-3.994, 4.163, -0.284], [-3.920, 5.043, 1.246], [-4.481, 5.871, -0.219], [-1.519, 4.590, 0.513], [-0.189, 4.510, 0.047], [0.635, 4.267, 1.144], [1.062, 2.909, 1.311], [-0.122, 1.972, 1.267], [-0.314, 1.055, 0.323], [0.607, 0.599, -0.764], [1.555, 1.134, -0.765], [0.148, 0.722, -1.747], [0.896, -0.891, -0.566], [1.523, -1.148, 0.800], [1.834, -2.631, 0.960], [2.695, -3.107, -0.202], [2.814, -4.189, -0.181], [3.675, -2.635, -0.128], [2.053, -2.706, -1.547], [3.006, -2.976, -2.684], [2.599, -3.549, -3.802], [1.174, -3.954, -4.048], [0.757, -3.529, -5.455], [1.441, -3.947, -6.190], [-0.245, -3.877, -5.689], [0.778, -2.444, -5.539], [1.119, -5.047, -3.973], [0.278, -3.320, -2.970], [0.210, -2.243, -3.194], [-1.142, -3.905, -2.900], [-1.557, -3.890, -3.913], [-2.034, -3.044, -2.003], [-3.459, -3.587, -1.967], [-3.885, -3.555, -2.973], [-4.077, -2.960, -1.320], [-3.466, -5.024, -1.459], [-4.485, -5.416, -1.456], [-3.094, -5.045, -0.432], [-2.573, -5.895, -2.336], [-1.151, -5.344, -2.380], [-0.714, -5.353, -1.381], [-0.539, -5.982, -3.020], [-2.982, -5.925, -3.349], [-2.559, -6.918, -1.953], [-2.039, -2.012, -2.365], [-1.620, -3.050, -0.993], [0.877, -3.464, -1.683], [3.295, -3.751, -4.605], [4.024, -2.657, -2.533], [1.779, -1.320, -1.590], [0.907, -3.212, 1.020], [2.576, -2.802, 2.181], [1.897, -2.700, 3.318], [0.697, -2.645, 3.398], [2.846, -2.686, 4.503], [3.101, -4.109, 4.931], [2.726, -4.667, 6.075], [3.089, -6.074, 6.435], [2.202, -6.627, 6.737], [3.770, -6.066, 7.285], [3.567, -6.581, 5.602], [1.931, -3.919, 7.134], [1.280, -2.720, 6.460], [0.688, -1.792, 7.347], [0.425, -0.653, 6.550], [1.487, -0.613, 5.469], [1.612, 0.412, 4.623], [2.573, 0.550, 3.559], [2.649, 1.564, 2.691], [1.848, 2.828, 2.640], [1.138, 2.885, 3.465], [2.815, 4.011, 2.757], [3.527, 4.003, 1.935], [3.363, 3.948, 3.694], [2.261, 4.943, 2.725], [3.424, 1.522, 1.934], [3.289, -0.253, 3.468], [0.906, 1.224, 4.740], [2.307, -1.874, 5.679], [3.428, -1.567, 6.492], [3.093, -1.244, 7.339], [0.433, 0.226, 7.199], [-0.569, -0.742, 6.085], [0.521, -3.080, 5.743], [0.995, -4.740, 7.789], [0.246, -4.884, 7.200], [2.612, -3.583, 7.925], [3.672, -4.686, 4.216], [3.801, -2.261, 4.180], [0.850, -0.817, 1.591], [2.455, -0.585, 0.875], [-0.042, -1.459, -0.640], [-1.234, 0.482, 0.365], [-1.156, 2.200, 2.332], [-2.130, 1.853, 2.001], [-1.222, 3.259, 2.563], [-0.888, 1.650, 3.235], [1.756, 2.680, 0.488], [0.252, 5.796, -0.651], [1.302, 5.710, -0.926], [0.151, 6.635, 0.037], [-0.613, 6.049, -1.889], [-0.560, 7.434, -2.168], [-0.823, 7.776, -3.507], [-0.145, 7.250, -4.189], [-0.660, 8.849, -3.582], [-1.854, 7.546, -3.798], [-0.219, 5.485, -2.746], [-0.119, 3.671, -0.672], [-2.164, 6.543, 0.266], [-1.317, 4.037, -4.239], [-0.562, 2.871, -3.927], [0.710, 2.896, -4.758], [1.268, 1.983, -4.572], [0.456, 2.959, -5.813], [1.316, 3.757, -4.491], [-0.311, 2.876, -2.855], [-1.397, 1.615, -4.210], [-0.650, 0.471, -3.886], [-1.270, -0.271, -3.892], [-1.670, 1.597, -5.277], [-2.982, 5.071, -3.930], [-2.424, 1.718, -2.311], [-4.057, 0.196, -1.712], [-4.785, -0.806, -2.997]], "forces_ev_per_a": [[-0.0569, -0.0449, 0.0495], [-0.0066, -0.0179, 0.0170], [0.2080, 0.0750, -0.2186], [0.2555, 0.2182, -0.2263], [0.3581, -0.0835, 0.2229], [-0.0557, 0.0357, -0.0358], [-0.0176, 0.0183, -0.0126], [-0.6533, 0.1874, -0.2556], [0.0756, -0.1849, 0.1082], [0.0427, 0.3520, 0.1811], [0.0771, -0.0333, 0.0680], [-0.4481, 0.1654, -0.4626], [0.5059, 0.0756, -0.0154], [-0.0734, -0.1019, -0.0361], [-0.0830, 0.0163, 0.1224], [-0.1195, 0.0835, -0.0281], [0.0611, -0.1194, 0.0594], [0.3438, 0.1517, -0.5188], [-0.0385, 0.0374, 0.1464], [0.2248, -0.3190, -0.0159], [-0.0929, 0.1307, -0.0953], [0.1663, 0.0431, -0.1066], [0.0432, -0.2664, -0.0597], [0.0859, 0.0247, -0.0159], [0.0296, 0.0164, 0.0249], [-0.0137, 0.2395, 0.4823], [-0.1881, -0.4562, -0.2074], [-0.3725, 0.2833, -0.4099], [-0.4234, 0.0744, 0.1054], [0.0710, -0.0293, -0.0187], [0.0506, 0.0088, -0.0585], [0.5410, -0.1738, 0.1156], [-0.2243, 0.1316, 0.1039], [-0.0294, -0.1420, 0.0705], [-0.1040, 0.1529, 0.2423], [-0.0403, -0.1288, 0.2569], [0.0363, -0.0086, -0.1080], [-0.1034, -0.0151, -0.0954], [0.0023, 0.1465, -0.0608], [-0.0311, 0.0262, -0.0070], [-0.2037, -0.1581, -0.4869], [-0.0238, -0.0834, -0.0038], [0.4468, 0.1696, 0.3980], [0.0026, 0.0153, -0.0347], [-0.1376, -0.0960, -0.3113], [0.0953, 0.0186, 0.3063], [-0.0741, 0.0345, -0.0584], [-0.0653, 0.0380, -0.0583], [-0.1395, -0.0092, -0.3077], [-0.0010, -0.0130, 0.0901], [-0.0153, -0.0179, 0.0996], [0.1068, -0.0200, 0.2857], [-0.1406, 0.0010, -0.3299], [0.0530, -0.0552, 0.0588], [0.0872, -0.0415, 0.0465], [-0.0389, -0.0577, -0.0601], [-0.0306, -0.0416, -0.0768], [0.0564, 0.1322, 0.0404], [0.0433, 0.0775, 0.0853], [-0.0750, 0.0011, 0.0626], [0.1703, 0.0091, -0.0711], [0.2008, 0.0487, -0.0449], [0.0116, 0.0090, -0.1400], [0.1452, 0.0805, 0.0175], [0.4460, -0.1570, -0.2828], [-0.0643, 0.0885, 0.3845], [-0.0645, -0.0365, -0.0994], [-0.0843, 0.1751, 0.1665], [0.1146, -0.0071, -0.0838], [-0.1047, -0.0421, 0.1722], [-0.0759, 0.0589, -0.0833], [0.0300, -0.0876, 0.0201], [0.0699, -0.0838, 0.1126], [0.0749, -0.0541, -0.0494], [0.1546, 0.6624, -0.2755], [0.2827, -0.2579, -0.0746], [0.2511, -0.2032, 0.2978], [-0.3959, 0.3681, -0.1762], [0.0820, 0.2611, 0.0036], [-0.3105, -0.2105, 0.4859], [0.2585, 0.1424, -0.3218], [-0.0783, -0.1732, 0.1673], [-0.0063, 0.2540, -0.2975], [-0.0655, -0.0280, 0.0219], [-0.2554, -0.0421, 0.1254], [0.1265, 0.0134, -0.1125], [0.0865, 0.0090, 0.0470], [0.0509, 0.1239, 0.0120], [0.1339, -0.0824, -0.1067], [0.1649, -0.0702, -0.1350], [-0.1213, 0.1004, 0.0476], [-0.4924, -0.1472, -0.2385], [0.2306, -0.0861, 0.1614], [0.0135, 0.0331, -0.0297], [-0.0273, -0.0514, -0.0756], [0.0578, 0.0182, 0.0799], [0.1262, 0.0147, 0.0789], [-0.3446, -0.2154, 0.1234], [0.0088, -0.0140, 0.0183], [-0.0486, 0.0014, -0.1376], [0.0762, -0.1770, -0.0320], [-0.1081, 0.0180, -0.0075], [0.0661, -0.0067, -0.0116], [0.0296, 0.0594, -0.0136], [0.0220, 0.1035, -0.0218], [-0.2165, -0.0417, 0.0915], [0.0850, -0.0391, 0.0312], [-0.1025, -0.0211, -0.0028], [-0.0958, 0.0421, 0.1111], [-0.0117, -0.0069, 0.1451], [-0.0399, -0.0039, 0.1476], [-0.2724, -0.2201, -0.0020], [0.0099, -0.0021, 0.0213], [0.0049, 0.0446, 0.0492], [0.0912, -0.2843, 0.0090], [0.0538, 0.0263, 0.3274], [-0.0053, -0.0327, -0.0579], [-0.0154, 0.0214, 0.0041], [-0.0464, -0.0197, -0.1049], [-0.0075, 0.0099, -0.0219], [-0.0509, 0.0835, 0.1239], [-0.0469, 0.1045, 0.2288], [-0.0049, -0.1192, -0.0851], [0.1267, -0.0519, -0.1576], [0.2733, -0.4277, -0.0933], [-0.3932, 0.0436, 0.3092], [0.1251, -0.0633, -0.0209], [-0.0073, -0.0150, -0.1511], [0.1041, 0.0891, 0.0146], [-0.0071, -0.0248, -0.0919], [-0.5980, 0.3777, 0.1854], [0.2067, -0.2520, 0.0453], [0.0184, 0.0471, 0.0166], [-0.0011, 0.1000, 0.0794], [0.0932, -0.1519, 0.1500], [0.0372, -0.0892, -0.0804], [-0.0176, -0.0190, 0.0114], [-0.0759, 0.0130, 0.0926]], "lowdin_charge": [-0.0874, 0.0869, -0.1490, -0.2897, -0.0179, 0.1249, 0.1388, -0.3454, -0.0327, -0.1965, 0.1592, -0.3067, -0.0071, 0.0793, 0.0846, 0.0848, -0.0209, -0.3463, -0.0346, -0.2445, -0.2273, -0.0501, -0.0996, 0.1193, 0.0972, -0.2961, -0.0549, -0.2522, -0.0029, 0.1407, 0.1374, -0.4808, 0.0275, -0.0286, -0.2924, -0.0440, 0.0791, 0.0719, 0.0876, 0.1412, -0.2496, 0.1526, -0.2495, 0.1440, -0.1545, -0.2033, 0.1140, 0.1055, -0.2053, 0.1077, 0.1159, -0.1964, -0.1496, 0.1247, 0.1106, 0.1145, 0.1088, 0.1045, 0.1188, -0.0121, 0.1130, 0.1189, 0.0004, 0.1635, 0.0565, -0.4500, 0.1425, -0.1170, 0.0212, -0.1986, -0.0355, 0.0782, 0.0913, 0.0789, -0.2716, -0.2177, -0.0508, -0.1252, -0.1051, -0.0229, -0.0679, -0.0641, -0.2959, 0.1278, -0.0409, 0.0856, 0.0848, 0.0776, 0.1196, 0.1081, 0.1102, -0.3577, 0.0574, 0.1174, 0.1365, 0.1399, 0.1705, 0.0029, 0.1079, 0.1693, 0.1246, 0.1567, 0.1226, 0.1336, 0.1434, 0.1241, -0.0246, 0.0856, 0.0827, 0.0722, 0.1475, -0.0092, 0.1357, 0.1376, -0.2705, -0.1386, -0.0888, 0.0956, 0.0916, 0.0826, 0.1443, 0.1571, 0.1626, -0.0383, -0.3179, -0.0017, 0.0850, 0.0897, 0.0806, 0.1421, -0.2781, -0.0113, 0.0865, 0.1723, 0.1663, 0.1618, 0.0953, 0.0857], "e_lumo_ev": 0.594, "gap_ha": 0.3276, "relative_energy_ev": 0.6063, "e_homo_ev": -8.3207, "total_energy_ev": -81714.634}

No. 3
{"formula": "C5H9NO2", "method": "the ωB97M-V functional and the def2-TZVPD basis", "species": ["C", "N", "C", "C", "C", "O", "C", "O", "H", "H", "H", "H", "H", "H", "H", "H", "H"], "xyz": [[0.012, 1.928, -1.353], [-0.764, 0.776, -0.889], [-0.193, 0.115, 0.277], [0.181, -1.365, 0.040], [1.341, -1.862, 0.850], [1.747, -2.992, 0.790], [-1.206, 0.156, 1.413], [-0.913, 0.185, 2.577], [-0.049, 2.738, -0.618], [1.076, 1.703, -1.494], [-0.370, 2.276, -2.311], [-0.806, 0.129, -1.673], [0.681, 0.648, 0.651], [-0.694, -2.009, 0.211], [0.358, -1.488, -1.036], [1.853, -1.132, 1.503], [-2.253, 0.194, 1.063]], "forces_ev_per_a": [[0.1300, 0.1179, 0.3401], [0.3473, -0.1319, -0.5838], [-0.2512, -0.2797, 0.3059], [-0.9290, 0.4660, -0.5356], [0.3805, -0.3748, -0.0249], [-0.1099, 0.0313, -0.0161], [0.1147, 0.3443, -0.0517], [0.0357, -0.1163, 0.0515], [-0.0897, -0.0511, -0.1926], [0.0731, -0.0632, 0.0097], [-0.1652, 0.0639, 0.1007], [-0.1689, -0.0040, 0.2820], [0.2108, 0.1103, -0.1117], [0.2159, -0.0133, 0.1803], [0.4676, -0.1342, 0.1659], [-0.0960, 0.1496, 0.0504], [-0.1657, -0.1148, 0.0298]], "lowdin_charge": [-0.1203, -0.0901, -0.3458, -0.0947, -0.2509, 0.0633, -0.2275, 0.0685, 0.0834, 0.0771, 0.0778, 0.0990, 0.1384, 0.1364, 0.1281, 0.1289, 0.1282], "smiles": "CN[C@@H](C=O)CC=O", "e_lumo_ev": 0.741, "gap_ha": 0.3777, "relative_energy_ev": 1.8677, "e_homo_ev": -9.5361, "total_energy_ev": -10914.708}

Number 3 is which compound?
C5H9NO2